# 1
Formula: C3H9NO
Source: OMol25
Level of theory: ωB97M-V/def2-TZVPD

CARTESIAN COORDINATES (ANGSTROEM)
O -0.647967 0.244062 1.841686
N -0.504536 2.268805 0.611866
C 1.109680 -1.213710 -1.203232
C 0.848424 -2.501996 -0.812996
C -1.026768 0.921381 0.631463
H 0.629196 -0.578752 -1.919283
H 1.432429 -2.864962 0.047687
H -2.165607 0.916029 0.488135
H -0.869401 0.401179 -0.338496
H -0.588013 1.029626 2.405506
H -0.983994 2.875319 -0.030681
H 1.992809 -0.601948 -0.706328
H 0.454954 2.165889 0.466125
H 0.318791 -3.060924 -1.481454

Atoms 1-2, force components in eV/Å:
0.0 1.0 -1.5
-1.5 -0.7 1.2

Properties
SMILES: C=C.NCO
HOMO level, Eh: -0.3472
Spin multiplicity: 1
Relative energy (zero: lowest compared OMol25 entry of this formula, charge and spin), eV: 2.829
Max |F|, eV Å⁻¹: 5.19
Kohn-Sham gap, eV: 10.43
LUMO, eV: 0.98

natural (NBO) atomic charge list, values in e, 5 entries: -0.709, -0.869, -0.381, -0.396, 0.081



# 2
Formula: C3H9NO
Source: OMol25
Level of theory: ωB97M-V/def2-TZVPD

CARTESIAN COORDINATES (ANGSTROEM)
O -2.016769 -0.801535 -2.458752
N 2.041472 1.011290 -0.220698
C 0.307917 -0.387736 1.135492
C -2.258611 -0.714740 -1.272301
C 0.698861 0.819574 0.204315
H 0.904334 -0.522709 2.186961
H 2.349472 0.532106 -1.085748
H 0.609157 -1.350732 0.571036
H -0.740305 -0.433904 1.351065
H -0.059098 0.923752 -0.578299
H 0.586934 1.619568 1.020329
H -2.670122 0.159619 -0.736905
H 2.666946 0.817667 0.547536
H -2.420191 -1.672222 -0.664033

Atoms 1-2, force components in eV/Å:
0.2 0.7 1.5
0.9 -0.6 -1.3

Properties
SMILES: C=O.CCN
HOMO level, Eh: -0.3311
Spin multiplicity: 1
Relative energy (zero: lowest compared OMol25 entry of this formula, charge and spin), eV: 2.530
Max |F|, eV Å⁻¹: 4.11
Kohn-Sham gap, eV: 9.57
LUMO, eV: 0.56

natural (NBO) atomic charge list, values in e, 5 entries: -0.487, -0.840, -0.635, 0.265, -0.217



# 3
Formula: C3H9NO
Source: OMol25
Level of theory: ωB97M-V/def2-TZVPD

CARTESIAN COORDINATES (ANGSTROEM)
O -2.556884 -1.562734 -1.907508
N 1.240918 -0.615263 -0.405608
C -2.317975 -0.401010 -1.781153
C 0.753818 0.534094 0.305207
C 0.885427 0.427231 1.817084
H 0.964359 -1.520910 -0.090860
H 1.926253 0.346362 2.128446
H -1.283287 -0.010272 -1.721802
H 1.262107 1.436393 -0.057697
H -3.104215 0.365236 -1.607688
H 0.347916 1.264275 2.298242
H 1.785252 -0.533919 -1.240562
H -0.290908 0.743363 0.085309
H 0.387221 -0.472851 2.178589

Atoms 1-2, force components in eV/Å:
-0.2 -0.4 -0.2
0.2 0.2 0.3

Properties
SMILES: C=O.CCN
HOMO level, Eh: -0.3240
Spin multiplicity: 1
Relative energy (zero: lowest compared OMol25 entry of this formula, charge and spin), eV: 1.785
Max |F|, eV Å⁻¹: 1.01
Kohn-Sham gap, eV: 9.79
LUMO, eV: 0.97

natural (NBO) atomic charge list, values in e, 5 entries: -0.492, -0.889, 0.280, -0.204, -0.612



# 4
Formula: C3H9NO
Source: OMol25
Level of theory: ωB97M-V/def2-TZVPD

CARTESIAN COORDINATES (ANGSTROEM)
O 1.663327 1.205417 1.763791
N -0.964483 -0.546301 -1.144012
C -0.513268 0.868082 -1.169274
C -0.443384 -1.557029 -0.319108
C 0.218740 -1.243512 0.793334
H -0.472316 1.153684 0.823240
H -1.613754 -0.800864 -1.850195
H -0.241457 1.180994 -0.130105
H 1.135533 0.352052 1.577230
H 1.794946 1.232107 2.693851
H 0.342243 0.960777 -1.862878
H -0.718775 -2.510238 -0.702283
H 1.252650 -1.806043 0.948814
H -1.440008 1.510869 -1.422411

Atoms 1-2, force components in eV/Å:
-0.9 -1.2 -1.5
0.4 1.3 0.7

Properties
HOMO level, Eh: -0.2694
Spin multiplicity: 1
Relative energy (zero: lowest compared OMol25 entry of this formula, charge and spin), eV: 8.676
Max |F|, eV Å⁻¹: 3.73
Kohn-Sham gap, eV: 5.95
LUMO, eV: -1.39

natural (NBO) atomic charge list, values in e, 5 entries: -0.984, -0.638, -0.298, -0.068, -0.475



# 5
Formula: C3H9NO
Source: OMol25
Level of theory: ωB97M-V/def2-TZVPD

CARTESIAN COORDINATES (ANGSTROEM)
O 0.537380 1.658904 0.604988
N 0.545321 0.292704 0.574419
C 1.698256 -0.627876 -0.488113
C -0.604368 -0.397287 0.377228
C -1.662306 0.187799 -0.513853
H 2.098095 0.148096 -1.134156
H -1.629277 1.274059 -0.533504
H 2.397338 -0.977920 0.274857
H 1.319579 -1.474670 -1.053229
H -1.538282 -0.189795 -1.528205
H -0.981388 -0.212042 1.724016
H -2.642677 -0.095240 -0.125870
H 0.977572 1.889871 1.439446
H -0.515241 -1.476601 0.381975

Atoms 1-2, force components in eV/Å:
-0.3 0.4 -0.9
6.1 -3.9 -1.8

Properties
HOMO level, Eh: -0.2847
Spin multiplicity: 1
Relative energy (zero: lowest compared OMol25 entry of this formula, charge and spin), eV: 5.477
Max |F|, eV Å⁻¹: 7.48
Kohn-Sham gap, eV: 8.62
LUMO, eV: 0.87

natural (NBO) atomic charge list, values in e, 5 entries: -0.556, -0.177, -0.480, -0.159, -0.659



# 6
Formula: C3H9NO
Source: OMol25
Level of theory: ωB97M-V/def2-TZVPD

CARTESIAN COORDINATES (ANGSTROEM)
O 2.454260 0.697905 0.286879
N -0.918542 0.184926 -0.274847
C -1.685595 -0.689878 -1.126408
C 0.318732 -0.398166 0.269099
C 1.172877 0.687303 0.936523
H -1.411900 0.467277 0.553066
H 1.330635 0.609849 2.019486
H -1.897599 -1.684741 -0.709066
H 2.691828 1.594931 0.116485
H -1.130906 -0.859781 -2.050299
H 0.673163 1.661416 0.892541
H 0.044713 -1.253082 0.905375
H 0.997567 -0.800134 -0.480368
H -2.639234 -0.217824 -1.338468

Atoms 1-2, force components in eV/Å:
-0.5 -0.5 0.3
1.2 0.1 0.1

Properties
SMILES: CNCCO
HOMO level, Eh: -0.3251
Spin multiplicity: 1
Relative energy (zero: lowest compared OMol25 entry of this formula, charge and spin), eV: 1.488
Max |F|, eV Å⁻¹: 1.22
Kohn-Sham gap, eV: 9.92
LUMO, eV: 1.07

natural (NBO) atomic charge list, values in e, 5 entries: -0.726, -0.617, -0.409, -0.256, -0.077



# 7
Formula: C3H9NO
Source: OMol25
Level of theory: ωB97M-V/def2-TZVPD

CARTESIAN COORDINATES (ANGSTROEM)
O -3.757769 1.952058 2.238125
N 0.832950 -0.681795 -0.039365
C 0.487911 0.423509 -0.908295
C -2.821906 1.434811 1.698226
C 1.727859 -1.661414 -0.670313
H -0.051294 0.053738 -1.783416
H -1.981681 2.019907 1.276479
H -2.765491 0.345310 1.517025
H 1.227277 -0.343671 0.826957
H 1.469512 -1.691085 -1.725759
H 1.356262 0.975933 -1.302346
H -0.168474 1.106460 -0.371356
H 1.668301 -2.602779 -0.136546
H 2.776541 -1.330980 -0.619417

Atoms 1-2, force components in eV/Å:
0.1 0.0 0.1
-0.2 -0.4 -0.1

Properties
SMILES: C=O.CNC
HOMO level, Eh: -0.3262
Spin multiplicity: 1
Relative energy (zero: lowest compared OMol25 entry of this formula, charge and spin), eV: 2.029
Max |F|, eV Å⁻¹: 1.35
Kohn-Sham gap, eV: 9.77
LUMO, eV: 0.90

natural (NBO) atomic charge list, values in e, 5 entries: -0.489, -0.628, -0.409, 0.280, -0.414



# 8
Formula: C3H9NO
Source: OMol25
Level of theory: ωB97M-V/def2-TZVPD

CARTESIAN COORDINATES (ANGSTROEM)
O -2.454901 -1.411531 1.453780
N -0.008229 1.253649 -2.077780
C 1.174910 -0.251916 0.970973
C 0.996492 -0.320009 -0.442650
C 0.330076 0.762766 -0.839741
H -3.080476 -0.887359 1.110604
H 2.230565 0.082934 1.262365
H -0.398085 1.156666 -0.142422
H 0.256125 -0.056527 1.533127
H 0.562182 0.791911 -2.741741
H 0.193658 2.233584 -2.189997
H 0.913493 -1.202611 -1.093669
H 1.065005 -1.315584 1.312018
H -1.780815 -0.835973 1.885134

Atoms 1-2, force components in eV/Å:
4.5 -2.5 2.6
0.1 -0.4 -1.0

Properties
SMILES: C/C=C/N.O
HOMO level, Eh: -0.2972
Spin multiplicity: 1
Relative energy (zero: lowest compared OMol25 entry of this formula, charge and spin), eV: 3.300
Max |F|, eV Å⁻¹: 5.78
Kohn-Sham gap, eV: 8.98
LUMO, eV: 0.89

natural (NBO) atomic charge list, values in e, 5 entries: -0.926, -0.804, -0.654, -0.339, 0.030



# 9
Formula: C3H9NO
Source: OMol25
Level of theory: ωB97M-V/def2-TZVPD

CARTESIAN COORDINATES (ANGSTROEM)
O -0.046379 1.325139 -1.528848
N -1.306020 -1.520463 0.611410
C 0.755133 -0.350414 0.015157
C -0.664134 -0.279878 0.676721
C 1.049487 0.978245 -0.692623
H -0.366907 2.204548 -1.303950
H 1.462479 -0.584278 0.797480
H -2.301060 -1.515502 0.420095
H 0.800866 -1.141342 -0.728355
H -1.295662 0.528088 0.311631
H 1.870696 0.845163 -1.391448
H -0.483178 0.034799 1.722426
H 1.309361 1.731388 0.029604
H -0.784678 -2.255495 1.060700

Atoms 1-2, force components in eV/Å:
-0.2 0.2 0.4
0.3 1.6 0.8

Properties
HOMO level (spin up / spin down), Eh: -0.5403 / -0.5394
Spin multiplicity: 2
Relative energy (zero: lowest compared OMol25 entry of this formula, charge and spin), eV: 1.158
Expectation value of S²: 0.75
Max |F|, eV Å⁻¹: 1.81
Kohn-Sham gap (spin up / spin down), eV: 11.15 / 6.18
LUMO (spin up / spin down), eV: -3.55 / -8.49
Charge: +1

natural (NBO) atomic charge list, values in e, 5 entries: -0.719, -0.285, -0.405, -0.301, -0.071



# 10
Formula: C3H9NO
Source: OMol25
Level of theory: ωB97M-V/def2-TZVPD

CARTESIAN COORDINATES (ANGSTROEM)
O -1.404826 -1.287441 -0.257663
N 0.868496 1.393029 -0.926024
C 0.062704 0.281931 -1.147321
C 0.395075 -0.661941 1.222090
C -0.642247 -0.237530 0.218643
H -2.215624 -1.395419 0.267300
H -1.265274 0.581619 0.578090
H 1.777561 1.261643 -0.491411
H 0.471375 2.300302 -0.637491
H -0.764079 0.540700 -1.807099
H -0.035071 -0.861262 2.201107
H 0.647834 -0.532825 -1.553212
H 1.124750 0.140442 1.426390
H 0.979326 -1.523248 0.906601

Atoms 1-2, force components in eV/Å:
-0.2 -0.2 0.3
-0.2 0.4 1.4

Properties
HOMO level (spin up / spin down), Eh: -0.5750 / -0.5744
Spin multiplicity: 2
Relative energy (zero: lowest compared OMol25 entry of this formula, charge and spin), eV: 0.786
Expectation value of S²: 0.76
Max |F|, eV Å⁻¹: 1.47
Kohn-Sham gap (spin up / spin down), eV: 12.26 / 7.15
LUMO (spin up / spin down), eV: -3.38 / -8.48
Charge: +1

natural (NBO) atomic charge list, values in e, 5 entries: -0.666, -0.370, -0.270, -0.656, 0.178



# 11
Formula: C3H9NO2
Source: OMol25
Level of theory: ωB97M-V/def2-TZVPD

CARTESIAN COORDINATES (ANGSTROEM)
O -1.168027 1.486210 2.223708
O 1.193150 0.855220 2.017286
N -0.025141 0.701208 -0.518392
C 0.129130 -2.436632 -1.178308
C -0.074436 -1.298764 -2.060973
C -0.013858 0.103879 -1.916120
H 0.519468 -2.013217 -0.243654
H -0.303806 -1.575426 -3.042444
H -0.137626 0.783418 -2.791735
H -0.139727 1.125030 2.100306
H 0.876654 0.764429 -0.129926
H -1.502993 1.498688 3.142796
H 1.291732 0.420757 2.870986
H -0.057357 -3.474550 -1.372622
H -0.816358 0.620071 0.099489

Atoms 1-2, force components in eV/Å:
-0.6 -0.2 -0.1
-0.2 -0.3 -0.5

Properties
HOMO level, Eh: -0.2809
Spin multiplicity: 1
Relative energy (zero: lowest compared OMol25 entry of this formula, charge and spin), eV: 7.617
Max |F|, eV Å⁻¹: 5.85
Kohn-Sham gap, eV: 3.73
LUMO, eV: -3.92

natural (NBO) atomic charge list, values in e, 5 entries: -1.086, -1.112, -0.854, -0.067, -0.356



# 12
Formula: C3H9NO2
Source: OMol25
Level of theory: ωB97M-V/def2-TZVPD

CARTESIAN COORDINATES (ANGSTROEM)
O 0.402142 3.020061 -0.022650
O 0.480560 -0.628425 -2.200125
N -0.902365 -1.058113 -0.488616
C 1.496944 -1.069930 -0.007709
C 0.394977 -0.878869 -1.022328
C -1.398633 -0.610000 0.807138
H -1.549384 -0.775895 -1.217651
H -0.415815 3.536411 -0.111993
H 1.040143 3.728457 0.228709
H 2.007444 -2.003437 -0.266411
H 2.154281 -0.217983 -0.099837
H -2.385744 -0.170176 0.675684
H 1.023024 -1.407889 0.910677
H -0.691538 -0.003043 1.358754
H -1.656036 -1.461171 1.456358

Atoms 1-2, force components in eV/Å:
0.3 1.3 0.3
0.8 -0.1 -0.1

Properties
SMILES: CNC(C)=O.O
HOMO level, Eh: -0.3390
Spin multiplicity: 1
Relative energy (zero: lowest compared OMol25 entry of this formula, charge and spin), eV: 1.176
Max |F|, eV Å⁻¹: 2.04
Kohn-Sham gap, eV: 9.86
LUMO, eV: 0.64

natural (NBO) atomic charge list, values in e, 5 entries: -0.934, -0.599, -0.646, -0.734, 0.699



> Look up the spin multiplicity of the sixth one.

1



> Which value of relative energy (zero: lowest compared OMol25 entry of this formula, charge and spin) does entry 2 give?

2.530 eV



Copy entry 12 word for word.
Formula: C3H9NO2
Source: OMol25
Level of theory: ωB97M-V/def2-TZVPD

CARTESIAN COORDINATES (ANGSTROEM)
O 0.402142 3.020061 -0.022650
O 0.480560 -0.628425 -2.200125
N -0.902365 -1.058113 -0.488616
C 1.496944 -1.069930 -0.007709
C 0.394977 -0.878869 -1.022328
C -1.398633 -0.610000 0.807138
H -1.549384 -0.775895 -1.217651
H -0.415815 3.536411 -0.111993
H 1.040143 3.728457 0.228709
H 2.007444 -2.003437 -0.266411
H 2.154281 -0.217983 -0.099837
H -2.385744 -0.170176 0.675684
H 1.023024 -1.407889 0.910677
H -0.691538 -0.003043 1.358754
H -1.656036 -1.461171 1.456358

Atoms 1-2, force components in eV/Å:
0.3 1.3 0.3
0.8 -0.1 -0.1

Properties
SMILES: CNC(C)=O.O
HOMO level, Eh: -0.3390
Spin multiplicity: 1
Relative energy (zero: lowest compared OMol25 entry of this formula, charge and spin), eV: 1.176
Max |F|, eV Å⁻¹: 2.04
Kohn-Sham gap, eV: 9.86
LUMO, eV: 0.64

natural (NBO) atomic charge list, values in e, 5 entries: -0.934, -0.599, -0.646, -0.734, 0.699



Copy entry 9 word for word.
Formula: C3H9NO
Source: OMol25
Level of theory: ωB97M-V/def2-TZVPD

CARTESIAN COORDINATES (ANGSTROEM)
O -0.046379 1.325139 -1.528848
N -1.306020 -1.520463 0.611410
C 0.755133 -0.350414 0.015157
C -0.664134 -0.279878 0.676721
C 1.049487 0.978245 -0.692623
H -0.366907 2.204548 -1.303950
H 1.462479 -0.584278 0.797480
H -2.301060 -1.515502 0.420095
H 0.800866 -1.141342 -0.728355
H -1.295662 0.528088 0.311631
H 1.870696 0.845163 -1.391448
H -0.483178 0.034799 1.722426
H 1.309361 1.731388 0.029604
H -0.784678 -2.255495 1.060700

Atoms 1-2, force components in eV/Å:
-0.2 0.2 0.4
0.3 1.6 0.8

Properties
HOMO level (spin up / spin down), Eh: -0.5403 / -0.5394
Spin multiplicity: 2
Relative energy (zero: lowest compared OMol25 entry of this formula, charge and spin), eV: 1.158
Expectation value of S²: 0.75
Max |F|, eV Å⁻¹: 1.81
Kohn-Sham gap (spin up / spin down), eV: 11.15 / 6.18
LUMO (spin up / spin down), eV: -3.55 / -8.49
Charge: +1

natural (NBO) atomic charge list, values in e, 5 entries: -0.719, -0.285, -0.405, -0.301, -0.071